ORCA calculation (ωB97M-V/def2-TZVPD) on a cluster of 2 separate species, C10H20N6O5PS in total at a distorted geometry.

```
43
Properties=species:S:1:pos:R:3:forces:R:3
C 2.8322 0.0535 4.8961 -0.061 0.476 -0.123
N 2.7934 1.2387 5.4865 0.147 -0.211 0.430
N 2.3315 2.1034 4.6145 -0.117 0.229 -0.041
N 2.0797 1.4889 3.5106 0.263 0.268 0.166
C 1.5822 2.1293 2.2868 -0.559 0.215 -0.515
C 0.1332 1.7850 1.9657 -0.461 -0.459 -0.707
C -0.0490 0.4507 1.1971 0.807 -0.149 0.754
C -0.7147 -0.6679 2.0231 0.542 0.326 -0.421
S -2.4523 -0.9417 1.6290 -0.313 -0.571 0.138
C -3.2680 0.3196 2.4982 -0.174 0.806 0.456
N -3.2051 1.5921 2.2978 0.559 0.005 -0.596
N -4.0374 2.2119 3.1984 0.052 -0.487 0.173
C -4.5622 1.2508 3.8875 0.034 1.533 -0.293
O -4.1342 0.0455 3.5270 -0.020 -0.773 0.037
N 2.3882 0.2111 3.6529 -0.010 -0.772 -0.353
H 3.1773 -0.8803 5.3038 -0.013 -0.019 0.105
H 2.2335 1.8349 1.4642 0.145 -0.026 0.092
H 1.6818 3.2004 2.4341 0.228 -0.035 0.365
H -0.4997 1.7767 2.8527 0.080 0.319 0.075
H -0.2228 2.5807 1.3135 -0.060 0.185 0.212
H 0.9616 0.0884 0.9538 -0.058 -0.029 -0.229
H -0.5327 0.5806 0.2326 -0.147 0.001 0.036
H -0.2160 -1.6013 1.7556 -0.370 -0.212 -0.089
H -0.5254 -0.5424 3.0923 -0.344 0.075 0.074
H -5.2845 1.4835 4.6509 -0.101 -0.828 0.202
H 2.2818 -0.4709 2.9109 -0.085 0.111 -0.118
C -1.0766 -2.1290 -5.7002 0.020 0.125 -0.197
O -1.1292 -1.2534 -4.5515 1.246 -2.781 0.441
P 0.2279 -1.1001 -3.6282 0.240 6.069 0.882
O -0.3098 -0.4968 -2.3851 -0.119 -0.951 0.035
O 0.9172 -0.0372 -4.6288 0.439 -0.149 0.245
C 0.2439 1.1909 -4.8994 -0.158 0.087 -0.255
O 1.7237 -1.6513 -3.2174 -1.643 -2.333 -1.335
C 1.8637 -3.0677 -2.9744 0.020 -0.012 0.190
H -2.0219 -2.0409 -6.2275 -0.032 0.071 0.094
H -0.2654 -1.8373 -6.3715 -0.008 0.022 0.038
H -0.9421 -3.1643 -5.3875 -0.064 -0.015 -0.036
H -0.4575 1.4523 -4.1074 -0.003 -0.084 0.032
H -0.2848 1.1251 -5.8506 -0.059 -0.015 0.031
H 0.9992 1.9701 -4.9777 0.060 -0.065 0.022
H 1.6329 -3.6412 -3.8723 0.058 -0.038 0.010
H 1.2094 -3.3830 -2.1577 0.030 -0.014 -0.017
H 2.8972 -3.2572 -2.6985 0.009 0.106 -0.014
```
Forces are in eV/Å.

2S+1 = 1
Kohn-Sham gap = 7.6 eV
HOMO energy = -11.96 eV
Net charge = +1
E_LUMO = -4.38 eV
Largest force on an atom = 6.1 eV/A
Total energy = -49986.97925 eV

=====

ORCA calculation (ωB97M-V/def2-TZVPD) on a structure of composition C10H20O8S at a distorted geometry.

```
39
Properties=species:S:1:pos:R:3:forces:R:3
O 5.9702 -0.4377 2.8282 0.118 -0.075 -0.210
S 5.0617 -1.1172 1.9764 0.270 0.147 -0.157
O 4.6618 -2.4468 2.2539 -0.349 0.008 0.117
O 5.6114 -1.0616 0.4471 -0.245 0.155 0.302
C 4.4771 -0.5903 -0.3368 -0.464 -0.534 0.582
C 4.0225 0.5495 0.5352 0.890 0.486 -0.056
C 2.9625 1.4838 -0.0112 -0.267 -0.487 -0.067
O 2.3169 2.2791 0.9455 -0.073 0.135 -0.123
C 1.3799 1.6082 1.7502 -0.029 0.071 0.228
O 0.5848 0.7613 0.9738 -0.086 -0.016 0.108
C 0.2161 -0.4393 1.6447 -0.059 -0.085 -0.148
C -0.9747 -1.0801 0.9511 -0.103 -0.449 0.355
O -0.5867 -2.2937 0.2956 0.150 0.377 -0.246
O 3.7589 -0.1765 1.7707 0.191 -0.368 -0.140
H 4.6862 -0.3779 -1.3773 0.649 0.041 0.063
H 3.7525 -1.4025 -0.2437 -0.340 0.160 -0.596
H 4.9287 1.1213 0.7582 -0.150 0.363 -0.081
H 3.4988 2.1692 -0.6657 0.058 0.079 0.010
H 2.2608 0.9393 -0.6453 -0.222 -0.046 0.199
H 1.8906 1.0638 2.5484 0.012 -0.219 -0.072
H 0.7656 2.3862 2.2080 0.025 0.157 -0.083
H 1.0455 -1.1496 1.6260 0.097 -0.023 0.061
H -0.0321 -0.2364 2.6889 0.014 0.172 0.055
H -1.4491 -0.4011 0.2503 0.146 0.116 -0.171
H -1.7278 -1.3233 1.7027 -0.071 0.051 0.052
H -1.1037 -3.0077 0.6596 -0.117 -0.230 0.037
C -4.6969 -0.1166 -2.9453 -0.035 -0.073 0.042
C -5.4042 0.7485 -1.9050 0.034 0.069 -0.038
C -4.6303 0.4020 -0.6404 0.006 -0.071 0.014
O -3.2951 0.1025 -1.0551 -0.112 0.018 -0.054
C -3.2500 -0.0387 -2.4779 0.042 0.070 -0.010
H -4.8269 0.2313 -3.9687 0.000 0.023 -0.001
H -5.0587 -1.1454 -2.8860 0.008 -0.003 -0.006
H -5.2780 1.8058 -2.1475 -0.001 0.002 0.010
H -6.4700 0.5452 -1.8146 -0.003 -0.022 -0.001
H -5.0507 -0.4816 -0.1476 -0.040 0.020 0.002
H -4.6035 1.2197 0.0805 0.041 -0.002 0.011
H -2.7429 0.8354 -2.8996 -0.009 -0.011 -0.038
H -2.6710 -0.9281 -2.7274 0.025 -0.006 0.048
```
Forces are in eV/Å.

2S+1 = 1
Kohn-Sham gap = 10.4 eV
HOMO energy = -9.72 eV
E_LUMO = 0.71 eV
Largest force on an atom = 1.0 eV/A
Total energy = -37906.48430 eV

=====

ORCA calculation (ωB97M-V/def2-TZVPD) on a structure of composition C10H21BBrClO4PSSn at a distorted geometry.

```
41
Properties=species:S:1:pos:R:3:forces:R:3
C 4.2970 -1.6997 1.0098 0.011 -0.235 0.265
C 2.8573 -2.1175 0.6977 0.881 0.654 0.176
P 1.8179 -1.0190 -0.3086 -1.325 -0.280 -0.358
C 2.5837 -0.2608 -1.7838 0.320 0.650 0.244
C 3.6293 -0.8978 -2.6819 -0.048 -0.040 -0.003
B 1.1872 0.6846 0.4736 -0.464 -2.302 0.675
O 1.2580 0.9783 1.8291 0.328 0.817 -0.140
C 0.4951 2.1852 1.8799 0.283 0.447 -0.091
C -0.5908 2.0025 0.7822 -0.356 -0.600 0.474
Br -0.4100 3.6157 -0.4654 0.038 0.187 -0.432
C -2.0610 1.8597 1.2285 0.077 0.104 -0.218
C -2.6807 0.4855 0.9309 -0.190 -0.099 -0.005
C -4.0672 0.6071 0.3019 0.154 -0.082 0.163
C -4.7373 -0.7467 0.1305 -0.032 0.061 0.077
S -4.0338 -1.7031 -1.2166 -0.139 0.074 0.009
O -2.9841 -0.9658 -1.8438 0.129 0.049 -0.074
O -5.0833 -2.2770 -1.9842 -0.101 -0.084 -0.080
Cl -3.1519 -3.2310 -0.2001 0.191 -0.156 0.062
O -0.1598 0.9289 0.0498 0.127 0.579 -0.606
H 4.3745 -0.6344 1.2198 0.019 0.064 -0.075
H 4.9874 -1.9769 0.2164 -0.013 0.159 -0.151
H 4.6444 -2.2190 1.9019 0.035 -0.047 0.042
H 2.2853 -2.1789 1.6266 -0.124 -0.036 -0.019
H 2.8175 -3.1044 0.2408 -0.067 -0.033 -0.045
H 2.9326 0.7767 -1.3685 1.200 -1.897 -0.282
H 1.6723 -0.0417 -2.3994 0.004 0.114 -0.014
H 4.3415 -1.4742 -2.0986 0.008 -0.085 -0.009
H 4.1898 -0.1502 -3.2398 0.015 0.079 -0.013
H 3.1419 -1.5359 -3.4138 0.055 -0.219 0.071
H 1.9033 1.6405 -0.3128 0.408 0.452 0.745
H 0.1302 2.4370 2.8711 -0.210 -0.438 0.079
H 1.1451 3.0034 1.5708 0.097 0.111 0.174
H -2.6603 2.6251 0.7401 -0.016 0.090 0.043
H -2.0992 2.0552 2.2985 0.011 0.152 0.021
H -2.7728 -0.0987 1.8481 0.124 0.028 0.083
H -2.0523 -0.0800 0.2548 0.113 -0.065 -0.023
H -4.7087 1.1966 0.9589 -0.103 0.120 -0.121
H -3.9776 1.1026 -0.6642 -0.151 0.148 0.010
H -5.7947 -0.6848 -0.1181 -0.018 0.097 -0.094
H -4.6410 -1.3440 1.0328 -0.032 -0.118 0.018
Sn 1.9752 2.2564 -1.9948 -1.237 1.582 -0.580
```
Forces are in eV/Å.

2S+1 = 1
Kohn-Sham gap = 5.7 eV
HOMO energy = -11.43 eV
Net charge = +1
E_LUMO = -5.72 eV
Largest force on an atom = 2.4 eV/A
Total energy = -128089.24155 eV